The following is a quantum chemistry calculation of an isolated ion of composition C5H8ClN2 and charge +1, from the Open Molecules 2025 dataset.

XYZ file:
```
16
C5H8ClN2 (ωB97M-V with the def2-TZVPD basis set)
C 1.936 0.087 -0.118
C -1.498 -2.204 -0.416
C -0.498 -1.757 0.382
C -0.805 0.641 0.001
C 0.165 1.804 0.129
N -0.379 -0.492 0.776
N 1.569 1.299 -0.015
Cl 3.516 -0.434 -0.068
H -1.521 -3.323 -0.646
H -2.027 -1.541 -1.098
H 0.045 -2.404 1.006
H -1.643 1.201 0.275
H -1.175 0.390 -1.022
H 0.142 2.626 -0.659
H -0.016 2.140 1.165
H 2.189 1.969 0.308
```

Values from the calculation:
Lowest unoccupied orbital energy (spin up / spin down): -6.55 / -5.57 eV
Frontier orbital gap (spin up / spin down): 6.61 / 8.40 eV
ΔE to the lowest compared entry with this formula, charge and spin: 128.5 kcal per mole
Charge: +1